C32H78N11O5 | wB97M-V/def2-TZVPD

Values from the calculation:
Net charge   +1
Orbital gap   6.88 eV
LUMO   -3.6942 eV
Energy relative to the best compared isomer or geometry (same formula, charge and spin)   1.5898 eV
Highest occupied orbital energy   -10.6 eV
Calculated total energy   -2244.195084 Eh

```
126
Properties=species:S:1:pos:R:3:forces:R:3
O -2.407 -6.963 -5.147 -0.17 -0.08 0.27
O -1.031 -1.091 5.140 -0.28 0.17 0.17
O -4.287 3.862 1.174 0.09 0.17 0.27
O -0.991 0.398 1.055 -0.28 0.19 -0.03
O 5.320 -0.636 4.653 -0.26 -0.26 0.06
N -2.761 -4.363 -3.973 0.05 0.16 -0.28
N -6.751 2.533 1.851 0.32 -0.10 0.05
N 0.131 1.565 -1.303 -0.08 -0.09 -0.10
N 1.688 0.594 -5.955 1.27 0.27 1.05
N 2.283 3.294 -3.055 0.17 0.88 -0.24
N -0.517 -1.736 -3.680 -0.81 0.06 -0.31
N 3.582 0.664 2.761 0.15 -0.22 -0.13
N -0.230 -3.458 6.569 0.16 0.28 -0.03
N 4.064 4.992 -2.769 -1.08 0.14 -0.15
N 4.948 1.038 -0.749 0.14 0.04 -1.75
N 2.378 5.284 -4.497 0.26 -1.22 1.06
C -0.936 2.266 -0.577 0.18 -0.02 0.34
C 3.936 0.835 -4.154 -1.71 0.65 -1.51
C 4.010 3.456 -4.836 -0.19 -0.24 0.40
C -1.173 -2.514 7.181 -0.18 -0.07 -0.39
C 5.054 -0.303 6.005 0.26 0.23 -0.08
C -6.991 4.841 2.591 -0.15 0.14 0.19
C -1.399 -7.746 -4.528 0.17 0.12 -0.28
C -4.462 5.162 0.635 0.00 -0.20 -0.29
C 3.416 2.005 -4.929 -0.68 -1.00 -1.07
C 5.103 0.372 -1.839 -0.32 -0.36 1.25
C 1.258 -1.819 -5.488 -0.95 0.83 -0.71
C -1.768 1.292 0.275 -0.16 -0.15 -0.13
C 5.269 -1.196 -1.638 0.60 1.65 -0.88
C 4.289 -1.370 4.011 0.08 -0.06 -0.28
C -0.321 3.409 0.226 0.00 0.25 -0.03
C 3.239 -0.446 -4.323 -0.65 2.16 -1.17
C -2.489 -5.922 -2.118 -0.06 0.06 0.27
C -2.580 -3.099 7.100 -0.17 -0.08 0.21
C 3.113 -0.514 3.505 0.16 0.32 0.35
C -2.310 -1.188 4.532 0.23 -0.14 -0.24
C 2.096 -0.527 -5.247 0.90 -0.10 1.24
C 2.288 1.833 -5.840 2.28 -0.71 1.99
C -0.292 -1.616 -5.137 -0.09 -0.31 -0.18
C 2.169 -0.054 4.612 -0.16 -0.03 0.06
C -3.344 -5.547 -3.326 0.37 -0.25 0.10
C -4.679 3.729 2.535 0.01 -0.28 0.16
C 5.169 1.082 -3.240 0.32 -1.10 0.13
C -1.051 -1.109 6.562 0.29 0.02 0.18
C 3.171 4.284 -3.725 0.05 -0.64 -0.51
C -0.491 0.951 2.263 0.31 -0.22 -0.07
C -3.537 -6.699 -4.328 -0.20 0.17 -0.21
C -6.194 3.550 2.751 -0.01 0.19 -0.39
H 1.633 5.571 -3.852 0.06 0.19 -0.56
H 5.093 3.478 -4.562 -0.98 -0.17 -0.31
H -4.180 2.824 2.895 -0.01 -0.01 -0.11
H -0.293 0.873 -1.918 0.08 0.06 -0.01
H -0.090 -0.688 6.872 0.00 -0.03 -0.11
H 1.277 -1.991 -6.608 0.29 -0.19 1.19
H -3.748 5.285 -0.182 0.04 -0.06 0.07
H -3.389 -4.052 -4.711 -0.02 0.05 0.10
H 6.146 -1.306 -0.939 -1.12 -0.12 -0.66
H -2.778 -6.897 -1.720 0.03 0.03 -0.03
H 6.011 -0.180 6.515 0.00 -0.07 -0.09
H -6.336 3.209 3.781 0.11 -0.06 -0.04
H -4.337 -6.413 -5.018 0.10 0.00 -0.04
H 4.486 -1.085 6.516 -0.07 0.02 -0.05
H 4.762 -1.838 3.141 0.06 0.09 0.04
H -0.846 -8.263 -5.313 -0.11 0.02 -0.03
H 0.554 3.097 0.797 -0.06 -0.09 -0.02
H -2.679 -3.942 7.788 0.07 0.05 -0.07
H -1.931 -4.675 -4.478 -0.09 -0.11 0.07
H 0.477 1.424 2.086 -0.03 0.14 0.18
H 3.548 5.849 -2.517 0.61 -0.25 -0.20
H 1.227 0.289 4.186 0.12 -0.04 0.09
H 2.572 0.777 5.192 0.12 -0.05 -0.06
H -0.692 -7.104 -3.998 0.02 -0.15 0.18
H 4.325 -1.610 -1.206 0.91 0.19 -0.42
H -6.500 5.673 3.102 -0.01 -0.02 -0.03
H 4.527 0.651 6.064 -0.13 -0.07 0.16
H -4.283 4.560 3.133 -0.09 0.11 -0.07
H 3.574 -1.338 -3.744 -0.57 0.81 -0.74
H -0.923 -2.424 8.243 0.08 0.09 -0.06
H 4.101 4.478 -1.878 0.05 0.12 -0.61
H -6.453 2.768 0.906 -0.15 0.03 0.06
H -2.572 -2.237 4.378 -0.23 0.05 0.05
H -0.351 -3.395 5.558 -0.06 -0.11 0.09
H -2.497 1.823 0.899 0.11 0.13 0.02
H 2.527 -1.138 2.821 0.10 -0.04 -0.03
H -1.122 -0.980 -3.340 0.43 -0.29 -0.20
H -2.349 0.660 -0.406 0.09 -0.05 0.02
H -4.334 -5.275 -2.947 -0.01 -0.01 -0.13
H 2.722 2.901 -2.220 -0.55 0.12 -0.20
H 3.926 3.991 -5.828 0.06 -0.67 1.04
H 6.073 0.666 -3.780 -0.88 0.41 0.43
H 1.946 4.766 -5.271 -0.01 0.53 0.43
H 0.718 -3.118 6.719 -0.03 -0.13 0.10
H -1.612 2.717 -1.311 -0.06 -0.13 0.01
H -3.085 -0.681 5.114 0.02 -0.07 0.08
H -2.821 -3.475 6.105 0.08 0.06 -0.01
H 4.124 0.352 1.957 -0.12 0.10 -0.07
H -1.424 -5.951 -2.350 -0.05 -0.02 -0.09
H -7.134 5.120 1.547 0.07 -0.07 0.01
H -7.986 4.727 3.026 0.08 -0.05 -0.06
H -1.048 3.836 0.921 0.01 -0.03 -0.03
H 1.610 -2.706 -4.909 0.05 0.92 -0.61
H 0.892 0.519 -6.593 0.37 -0.18 0.35
H -4.278 5.943 1.378 -0.07 -0.03 0.04
H -0.652 -0.638 -5.572 0.32 -0.84 0.61
H 0.639 1.001 -0.621 0.00 0.10 -0.04
H 5.550 -1.619 -2.637 -0.39 -0.13 1.01
H -0.331 0.135 2.966 -0.11 -0.01 -0.10
H -6.291 1.645 2.035 -0.16 -0.01 0.06
H -1.818 -8.493 -3.849 -0.01 0.07 0.05
H 0.007 4.210 -0.443 -0.02 -0.07 0.01
H -1.093 -2.583 -3.523 0.48 0.56 0.04
H 4.269 1.137 3.346 -0.14 0.02 -0.01
H -3.874 -7.615 -3.828 0.12 0.02 0.11
H -2.618 -5.187 -1.320 0.00 -0.02 -0.10
H -2.252 -0.719 3.548 0.04 0.01 0.05
H -5.463 5.266 0.213 -0.01 0.21 0.08
H -1.190 1.663 2.712 -0.01 0.05 -0.07
H -0.927 -2.409 -5.636 1.07 0.79 0.12
H -3.332 -2.356 7.376 0.02 -0.02 -0.02
H 1.908 2.704 -6.417 0.15 -1.11 0.37
H -1.824 -0.432 6.945 -0.12 -0.09 -0.06
H 1.373 3.704 -2.831 0.47 -0.35 0.32
H 4.883 2.042 -0.994 0.00 -0.38 0.43
H 3.943 -2.191 4.652 -0.08 0.09 0.10
H 1.941 -0.872 5.300 -0.02 0.02 -0.03
H 5.392 2.168 -3.054 -0.54 -1.09 -0.33
```
Positions in Å, forces in eV/Å.

These are the Löwdin partial charges, in e, on atoms 1 to 4: -0.19, -0.21, -0.22, -0.19